{
  "formula": "C12H21ClO",
  "method": "ωB97M-V/def2-TZVPD",
  "total_energy_ha": -1004.9904,
  "de_lowest_kj_mol": 162.4,
  "e_homo_ha": [-0.2589, -0.2824],
  "charge": 0,
  "gap_ev": [7.4, 7.8],
  "lumo_energy_ev": [0.38, 0.11],
  "largest_force_ev_per_a": 5.58,
  "elements": ["C", "C", "C", "C", "C", "C", "C", "C", "C", "C", "C", "C", "O", "Cl", "H", "H", "H", "H", "H", "H", "H", "H", "H", "H", "H", "H", "H", "H", "H", "H", "H", "H", "H", "H", "H"],
  "coordinates": [[-0.196867, -0.246614, 2.438939], [-0.496254, 1.054454, -0.443472], [-1.816823, 1.474303, -0.241007], [0.092901, -1.127069, 1.532553], [-1.904885, 2.807200, 0.466439], [-3.065477, 0.664821, -0.447863], [2.283255, 0.901504, -0.603457], [1.304288, 0.615278, -2.815420], [1.987924, -1.498890, -1.720558], [-0.944320, -3.009747, 2.126299], [0.023876, -0.100377, -0.904589], [1.416124, -0.085476, -1.495745], [0.053005, -2.419465, 1.369587], [-1.025398, -1.527996, -1.543993], [-0.201462, -0.391988, 3.567413], [-0.066205, 0.795012, 2.444974], [0.197659, 1.973451, -0.334128], [-0.868832, 3.203283, 0.768534], [-2.454601, 3.624514, -0.134860], [-2.503108, 2.905116, 1.434374], [-3.869870, 1.256903, 0.013657], [-3.103237, 0.558988, -1.507134], [-3.021715, -0.264337, 0.199772], [2.133005, 0.912140, 0.495824], [3.227614, 0.511736, -0.824685], [2.192458, 1.959027, -0.894440], [0.961893, -0.038146, -3.708063], [0.620263, 1.404441, -2.703183], [2.229542, 1.029650, -3.242863], [3.044935, -1.397268, -2.326067], [1.316974, -2.254370, -2.271314], [2.109934, -1.926643, -0.790964], [-1.386780, -3.758749, 1.394019], [-1.915987, -2.467700, 2.582115], [-0.560975, -3.618118, 3.032148]],
  "atomic_forces_ev_per_a": [[0.5, -0.2, 3.5], [-2.2, 3.6, 0.2], [1.5, 0.1, 1.5], [0.7, 1.2, -2.0], [-0.4, 2.3, 0.6], [0.7, 0.5, 2.4], [-1.0, -0.5, 0.3], [0.3, -1.1, -3.3], [1.5, 0.5, -3.0], [-3.6, -3.9, 1.7], [0.4, -3.2, -0.5], [-0.5, 0.1, 0.4], [0.1, 1.2, 0.6], [0.7, 1.8, 0.7], [-0.5, -1.1, -1.2], [0.0, 1.4, -1.5], [-0.8, -2.2, 0.0], [-1.5, -0.5, -0.7], [1.0, -1.1, 0.4], [0.6, -1.0, -1.0], [-0.1, -0.2, -0.8], [-0.9, -0.8, -0.7], [0.0, 0.6, -1.3], [-0.2, -0.6, -0.7], [2.0, 0.1, 0.0], [0.1, -0.5, -0.4], [0.1, 0.7, 1.7], [-0.9, 1.3, -0.2], [0.1, -0.1, 0.7], [-2.5, -0.4, 1.6], [0.9, 1.7, 0.5], [0.9, -1.1, 2.1], [0.3, 0.6, 1.1], [2.7, -0.1, -1.5], [-0.1, 1.1, -1.5]],
  "lowdin_charge": [-0.014, -0.186, -0.311, -0.208, -0.104, -0.082, -0.037, -0.091, -0.087, -0.145, -0.469, -0.615, -0.114, 0.633, 0.089, 0.028, 0.133, 0.086, 0.095, 0.089, 0.075, 0.061, 0.090, 0.089, 0.054, 0.084, 0.119, 0.059, 0.091, 0.141, 0.070, 0.031, 0.098, 0.139, 0.109]
}

{
  "formula": "C12H21N2O3S",
  "method": "ωB97M-V/def2-TZVPD",
  "total_energy_ha": -1203.1632,
  "de_lowest_kj_mol": 0.0,
  "e_homo_ha": -0.1061,
  "charge": -1,
  "gap_ev": 5.5,
  "lumo_energy_ev": 2.64,
  "largest_force_ev_per_a": 2.66,
  "elements": ["C", "N", "N", "C", "S", "C", "C", "C", "C", "C", "C", "C", "C", "O", "O", "H", "H", "H", "H", "H", "H", "H", "H", "H", "H", "H", "H", "H", "H", "H", "H", "C", "C", "O", "H", "H", "H", "H", "H"],
  "coordinates": [[-3.404547, -1.850707, 2.368966], [-4.433322, -1.041942, 2.223384], [-4.140691, 0.169404, 2.809879], [-2.927460, 0.003541, 3.318804], [-1.823075, 1.107836, 4.209164], [-0.202652, 0.800491, 3.342107], [-0.158745, 1.422072, 1.907846], [1.178601, 1.036879, 1.134165], [0.931280, 0.709234, -0.383047], [1.604742, 1.692077, -1.391779], [2.353967, 0.972332, -2.612830], [1.703024, 1.565538, -3.955768], [1.144205, 2.912529, -3.312869], [0.567785, 2.414181, -2.112316], [-2.399044, -1.240913, 3.089027], [-3.278525, -2.882303, 1.999703], [-0.087179, -0.312103, 3.295143], [0.595963, 1.215116, 4.001173], [-0.177588, 2.532685, 2.001269], [-1.000147, 1.003760, 1.307091], [1.597545, 0.104667, 1.607791], [1.967504, 1.822830, 1.287978], [-0.163082, 0.698322, -0.590243], [1.323679, -0.320402, -0.597806], [2.376291, 2.423871, -1.035448], [3.429905, 1.255674, -2.759570], [2.148712, -0.121056, -2.730654], [2.485211, 1.693365, -4.754121], [0.881102, 0.970408, -4.422205], [2.034517, 3.504204, -2.973715], [0.470362, 3.376670, -4.065976], [-0.629069, -4.194008, -0.391472], [-0.500840, -2.671757, -0.158584], [0.748750, -2.292492, -0.458073], [0.059465, -4.757802, 0.244777], [-1.651767, -4.532012, -0.151140], [-0.434120, -4.459228, -1.434395], [-0.855107, -2.511266, 0.892614], [-1.335653, -2.219698, -0.748871]],
  "atomic_forces_ev_per_a": [[-0.8, 1.4, 0.3], [0.8, -1.7, -0.3], [2.4, -0.5, 1.0], [0.3, 0.2, -0.3], [-0.4, -0.3, -0.5], [-0.2, -0.5, -0.7], [1.1, -0.3, 0.1], [-0.1, -0.6, 0.5], [1.0, 0.6, 0.0], [0.1, -0.7, -2.2], [-0.7, -0.5, -2.1], [0.5, 1.0, 0.9], [1.3, -2.0, -0.6], [-0.4, 0.8, 0.2], [-1.4, 0.1, -0.7], [0.0, 0.9, 0.3], [0.1, 1.0, 0.0], [-0.7, -0.2, -0.3], [-0.5, -0.8, -0.2], [0.4, 0.6, 0.6], [-0.4, 0.8, -0.4], [-0.8, -0.5, -0.2], [0.8, 0.0, 0.0], [-0.7, 0.6, 0.3], [-0.9, -0.4, 0.5], [-0.8, -0.6, 0.8], [0.7, 0.7, 1.0], [-0.7, 0.1, 0.8], [0.5, 0.4, 0.8], [-0.7, 0.2, -0.9], [0.1, 0.2, 1.3], [-0.8, -0.3, 0.2], [0.5, -1.1, -0.4], [0.1, 0.7, 0.2], [0.1, 0.2, 0.0], [-0.1, -0.1, 0.0], [0.1, 0.2, 0.0], [0.2, 0.2, 0.4], [0.0, 0.3, -0.3]],
  "lowdin_charge": [-0.152, 0.010, 0.032, -0.653, 0.896, -0.466, -0.242, -0.179, -0.129, -0.286, -0.119, -0.165, -0.215, -0.161, -0.023, 0.135, 0.081, 0.081, 0.106, 0.105, 0.110, 0.102, 0.120, 0.079, 0.133, 0.103, 0.114, 0.096, 0.102, 0.115, 0.116, -0.162, -0.600, -0.345, 0.048, 0.035, 0.049, 0.057, 0.073]
}